{"formula": "C30H27Cl2INO2P2V", "method": "ωB97M-V/def2-TZVPD", "symbols": ["V", "Cl", "C", "C", "C", "I", "C", "O", "C", "N", "C", "C", "C", "C", "H", "H", "H", "H", "Cl", "C", "C", "C", "C", "C", "C", "P", "C", "C", "C", "C", "C", "C", "C", "C", "C", "C", "C", "C", "H", "H", "H", "H", "H", "H", "H", "H", "H", "H", "H", "H", "H", "H", "C", "P", "C", "C", "O", "H", "H", "H", "H", "H", "H", "H", "H", "H"], "xyz": [[-0.570241, -0.229154, -0.161060], [-6.826665, -0.257808, -2.814299], [-5.146046, -0.016081, -2.513545], [-4.373286, 0.622010, -3.437213], [-2.977686, 0.818092, -3.223742], [-1.835139, 1.723687, -4.677702], [-2.414198, 0.356773, -2.070509], [-1.084802, 0.468975, -1.757771], [-3.215063, -0.289956, -1.100475], [-2.562419, -0.719669, 0.020563], [-3.247840, -1.323132, 0.973621], [-4.625206, -1.553743, 0.869380], [-5.289800, -1.149360, -0.261809], [-4.586536, -0.493224, -1.290310], [-4.822626, 0.981137, -4.352687], [-2.689997, -1.643842, 1.846003], [-5.143780, -2.051798, 1.675510], [-6.351293, -1.329066, -0.370902], [0.501884, -1.342283, 1.792634], [0.585287, -3.110543, 1.474473], [0.946713, -3.895117, 2.549711], [1.046527, -5.263275, 2.334188], [0.797339, -5.800745, 1.077478], [0.440907, -4.975873, 0.024103], [0.318183, -3.596324, 0.208204], [-0.054144, -2.466239, -1.147937], [-1.552667, -3.047427, -1.966712], [-1.878821, -2.479495, -3.200735], [-3.093576, -2.774983, -3.799611], [-3.991035, -3.628305, -3.169849], [-3.671229, -4.190192, -1.941429], [-2.455527, -3.900485, -1.337400], [1.312207, -2.548885, -2.304111], [1.364928, -3.474419, -3.344299], [2.489007, -3.527416, -4.153947], [3.554685, -2.667072, -3.928511], [3.506990, -1.743226, -2.892702], [2.384525, -1.683813, -2.083137], [1.151074, -3.461369, 3.518052], [1.328122, -5.909816, 3.154243], [0.887052, -6.865966, 0.915729], [0.258501, -5.401692, -0.955439], [-1.194217, -1.800854, -3.697352], [-3.335792, -2.341673, -4.761243], [-4.936484, -3.861544, -3.641830], [-4.364367, -4.863818, -1.454828], [-2.219818, -4.347799, -0.379140], [0.537310, -4.146974, -3.529780], [2.532646, -4.243365, -4.963488], [4.428425, -2.714685, -4.564537], [4.335469, -1.070674, -2.718548], [2.354294, -0.960875, -1.272962], [-0.258595, 3.913626, 0.500816], [-1.213000, 2.672886, 1.346348], [-1.196653, 2.999647, 3.093725], [-2.891061, 2.761563, 0.750334], [-0.608553, 1.278639, 1.083927], [-0.657442, 4.908573, 0.704804], [-0.294387, 3.730718, -0.574127], [0.777896, 3.876828, 0.836707], [-1.616460, 3.986323, 3.295025], [-0.171492, 2.970303, 3.462967], [-1.787030, 2.246970, 3.616285], [-3.327728, 3.728615, 1.005812], [-3.494116, 1.974611, 1.205387], [-2.906763, 2.650268, -0.335261]], "forces_ev_per_angstrom": [[-0.10, 0.57, -0.15], [0.06, 0.01, 0.00], [-0.11, -0.06, 0.09], [0.24, 0.03, 0.04], [-0.41, -0.15, 0.03], [0.11, 0.06, -0.07], [0.64, 0.06, 0.22], [-0.52, -0.05, -0.02], [-0.04, -0.06, -0.07], [0.01, 0.08, -0.07], [-0.10, -0.08, 0.04], [0.11, 0.03, 0.00], [-0.04, 0.00, -0.01], [-0.08, 0.01, -0.10], [0.00, 0.00, -0.01], [-0.02, 0.00, 0.00], [0.01, -0.01, 0.00], [0.00, 0.01, -0.01], [0.05, -0.51, 0.13], [0.03, 0.44, 0.25], [-0.01, -0.13, -0.10], [0.01, 0.00, 0.04], [-0.01, 0.01, -0.02], [0.00, 0.00, 0.00], [0.05, -0.18, -0.05], [-0.17, 0.04, 0.03], [0.04, 0.02, -0.05], [-0.05, -0.02, -0.05], [0.03, -0.03, 0.01], [0.00, 0.01, -0.01], [0.00, 0.01, -0.01], [-0.06, -0.03, 0.05], [0.12, 0.05, 0.02], [0.02, 0.00, -0.01], [-0.04, -0.02, -0.01], [0.06, 0.03, 0.01], [-0.06, -0.02, 0.00], [0.03, 0.01, -0.05], [0.00, 0.01, 0.00], [0.00, 0.01, 0.00], [0.00, 0.00, 0.02], [0.00, 0.02, 0.00], [0.07, -0.02, 0.01], [-0.01, 0.00, 0.00], [0.00, 0.00, 0.00], [0.00, 0.00, -0.01], [0.02, 0.02, -0.01], [-0.04, 0.00, 0.01], [0.00, 0.00, 0.00], [-0.01, 0.00, 0.00], [0.01, -0.01, -0.01], [-0.01, -0.01, 0.01], [0.06, 0.12, -0.04], [0.17, -0.20, -0.07], [-0.01, 0.05, 0.10], [-0.15, 0.02, -0.03], [0.06, -0.04, -0.08], [-0.02, -0.01, 0.00], [0.00, -0.01, 0.00], [-0.01, -0.02, 0.01], [0.00, -0.01, 0.00], [0.00, -0.01, -0.01], [0.00, 0.00, 0.00], [0.02, 0.00, 0.00], [0.02, 0.00, 0.01], [0.02, -0.02, 0.00]], "homo_lumo_gap_ev": [6.976, 7.368], "spin_multiplicity": 3, "total_charge": 2, "lumo_ev": [-6.601, -6.206]}



{"formula": "C12H20ClN4Pd", "method": "ωB97M-V/def2-TZVPD", "symbols": ["Pd", "C", "C", "N", "C", "C", "C", "C", "C", "C", "C", "N", "C", "C", "N", "N", "H", "H", "H", "H", "H", "H", "H", "H", "H", "H", "H", "H", "H", "H", "H", "H", "H", "H", "Cl", "C", "H", "H"], "xyz": [[0.117990, -0.577494, -0.685972], [-0.055121, 2.712561, -0.407072], [1.285428, 2.663521, 0.321110], [1.950693, 1.362276, 0.186727], [2.443131, 0.760889, 1.414830], [1.424415, -0.085762, 2.160180], [1.559122, -0.307291, 3.524784], [0.613133, -1.074884, 4.181308], [-0.467297, -1.577956, 3.469373], [-0.533573, -1.326753, 2.111061], [-1.672210, -1.860684, 1.263211], [-1.885754, -1.057137, 0.040441], [-2.745604, 0.141620, 0.257294], [-2.214467, 1.413635, -0.397170], [-0.888146, 1.653240, 0.123670], [0.411632, -0.619502, 1.482385], [0.093506, 2.539764, -1.477042], [-0.489256, 3.715193, -0.291837], [1.108355, 2.862161, 1.383957], [1.920889, 3.474810, -0.042154], [2.690133, 1.406241, -0.497733], [2.813298, 1.513298, 2.122855], [3.296645, 0.120554, 1.178265], [2.391386, 0.129099, 4.060629], [0.701747, -1.261511, 5.243034], [-1.244311, -2.149291, 3.958627], [-2.583140, -1.889659, 1.867997], [-1.449546, -2.887010, 0.965759], [-2.316964, -1.648462, -0.658358], [-2.805335, 0.309299, 1.336022], [-3.758741, -0.068589, -0.088613], [-2.930306, 2.224410, -0.207612], [-2.151878, 1.282796, -1.481363], [-0.913211, 1.706136, 1.136367], [1.753964, -0.746294, -2.581654], [-0.021504, -0.709247, -2.612353], [-0.402486, -1.651075, -2.999746], [-0.369916, 0.155797, -3.171907]], "forces_ev_per_angstrom": [[0.05, -0.08, 0.69], [-0.02, 0.00, -0.01], [0.00, -0.03, -0.04], [0.01, -0.04, 0.01], [0.03, 0.05, 0.03], [0.06, 0.11, 0.04], [-0.07, 0.03, 0.03], [0.00, 0.01, -0.04], [0.00, 0.07, 0.00], [-0.12, -0.04, 0.05], [0.05, 0.03, 0.08], [0.18, 0.09, -0.24], [-0.04, 0.01, 0.04], [0.05, -0.07, -0.04], [-0.16, 0.17, 0.14], [0.04, -0.23, -0.41], [0.00, 0.00, -0.01], [0.01, -0.01, -0.01], [0.00, -0.02, 0.00], [0.01, 0.00, 0.02], [0.02, 0.02, 0.01], [0.05, -0.03, 0.00], [-0.03, -0.02, -0.05], [0.00, 0.00, 0.00], [0.00, 0.00, 0.00], [0.00, 0.00, 0.01], [0.00, -0.05, -0.01], [0.06, 0.03, -0.05], [-0.07, -0.02, 0.05], [0.00, 0.01, 0.00], [0.00, 0.01, 0.01], [-0.02, -0.01, 0.00], [0.00, 0.02, 0.00], [-0.04, 0.06, 0.00], [-0.02, -0.03, -0.02], [-0.07, -0.02, -0.23], [0.01, 0.03, -0.06], [0.02, 0.00, 0.01]], "homo_lumo_gap_ev": 8.423, "spin_multiplicity": 1, "total_charge": 1, "lumo_ev": -2.907}



{"formula": "C7H14", "method": "ωB97M-V/def2-TZVPD", "symbols": ["C", "C", "C", "C", "C", "C", "C", "H", "H", "H", "H", "H", "H", "H", "H", "H", "H", "H", "H", "H", "H"], "xyz": [[1.803777, -1.205920, -0.300854], [1.372381, 0.214468, -0.551639], [0.569933, 0.440728, -1.805386], [1.699744, 1.209557, 0.272417], [-1.484586, -0.499735, 1.108759], [-2.097681, -1.176684, 0.141315], [-1.679843, 0.959197, 1.392703], [2.312142, -1.311286, 0.662599], [0.938417, -1.879910, -0.312771], [2.488279, -1.546906, -1.088307], [1.182268, 0.252171, -2.696691], [-0.282311, -0.248410, -1.843866], [0.187971, 1.464704, -1.861420], [-0.716507, 1.479629, 1.396188], [2.286709, 1.036741, 1.171910], [1.396730, 2.235716, 0.073285], [-0.789091, -1.028379, 1.762290], [-2.798292, -0.689445, -0.535231], [-1.929183, -2.240346, -0.006617], [-2.136562, 1.105141, 2.378925], [-2.324295, 1.428969, 0.642389]], "forces_ev_per_angstrom": [[0.02, -0.05, 0.03], [0.09, 0.13, 0.09], [-0.03, 0.03, -0.03], [-0.01, -0.09, -0.10], [-0.12, -0.14, -0.12], [0.07, 0.08, 0.15], [-0.02, 0.06, -0.01], [-0.06, 0.04, -0.15], [0.11, 0.11, -0.01], [-0.11, 0.05, 0.08], [-0.07, 0.00, 0.13], [0.14, 0.10, 0.02], [0.09, -0.14, 0.01], [-0.16, -0.07, 0.02], [-0.08, -0.01, -0.14], [0.02, -0.16, 0.01], [-0.10, 0.07, -0.09], [0.10, -0.05, 0.10], [0.00, 0.15, 0.02], [0.06, -0.02, -0.12], [0.07, -0.09, 0.11]], "homo_lumo_gap_ev": 10.305, "smiles": "C=C(C)C.C=CC", "spin_multiplicity": 1, "lumo_ev": 1.075}



{"formula": "C7H15BNO5", "method": "ωB97M-V/def2-TZVPD", "symbols": ["C", "C", "C", "C", "O", "C", "N", "C", "B", "O", "O", "C", "O", "O", "H", "H", "H", "H", "H", "H", "H", "H", "H", "H", "H", "H", "H", "H", "H"], "xyz": [[2.408401, -0.130177, 0.852534], [2.485151, 1.063419, -0.178607], [1.180688, 1.239749, -1.034725], [0.107284, 2.177342, -0.387085], [-0.469152, 1.689700, 0.815841], [-1.572371, 0.794422, 0.563414], [-1.013235, -0.550939, 0.411849], [-1.785913, -1.427476, -0.493354], [-0.741489, -2.567958, -0.974028], [-0.469091, -3.686210, -0.153233], [-0.091563, -2.361161, -2.226516], [-2.567487, 0.901576, 1.785781], [-2.125890, 1.026146, 2.941100], [-3.828121, 0.888746, 1.574599], [2.118856, 0.213365, 1.868684], [1.695418, -0.927012, 0.548032], [3.420203, -0.599398, 0.934880], [3.295219, 0.776627, -0.898782], [2.721632, 2.008917, 0.356242], [1.492058, 1.742227, -1.991828], [0.805307, 0.224446, -1.287544], [0.651262, 3.119626, -0.108308], [-0.670387, 2.435107, -1.157389], [-2.148089, 1.123582, -0.334268], [-0.818518, -0.991338, 1.307976], [-2.693175, -1.872930, 0.007551], [-2.189171, -0.895161, -1.389305], [-0.003007, -3.352514, 0.633805], [0.805180, -2.062723, -1.987315]], "forces_ev_per_angstrom": [[0.50, 0.29, 0.13], [-0.56, -1.11, -0.15], [0.57, 0.49, -0.07], [0.70, -0.15, -0.09], [-0.58, 0.15, -1.08], [-0.03, 0.37, 1.29], [-0.42, 0.12, -1.27], [-0.76, -1.40, 0.01], [-0.68, 0.66, -0.29], [0.89, 1.13, -0.49], [0.12, -0.16, 1.55], [-2.34, 0.56, 1.24], [1.59, -0.37, -0.27], [1.47, -0.33, -1.56], [0.00, -0.22, -0.70], [0.35, 0.65, 0.05], [-0.70, 0.31, 0.04], [-0.46, 0.61, 0.61], [0.08, -0.57, -0.46], [-0.34, -0.39, 0.66], [-0.08, 0.79, 0.14], [-0.51, -0.63, -0.24], [0.47, -0.21, 0.67], [0.62, -0.53, 0.39], [-0.44, 0.34, -0.03], [0.64, 0.41, -0.32], [0.61, -0.01, 0.80], [-0.52, -0.42, -0.05], [-0.19, -0.39, -0.51]], "homo_lumo_gap_ev": 6.633, "smiles": "CCCCO[C@@H](NCB(O)O)C(=O)[O-]", "spin_multiplicity": 1, "total_charge": -1, "lumo_ev": 2.671}



We obtain maximum force values of 0.0132, 0.0135, 0.0042, 0.0526 hartree/bohr for the records listed above, in that order.
We obtain total energy values of -4209.09614, -1276.13356, -275.06394, -731.63550 a.u. for the records listed above, in that order.